(1)
# C55H50Cl3FGeNO4RbSb3

A molecular structure, C55H50Cl3FGeNO4RbSb3 (ωB97M-V/def2-TZVPD, OMol25).

As for the spin multiplicity: 2. The value obtained for the energy relative to the best compared isomer or geometry (same formula, charge and spin) is 0.0 kcal/mol. Its expectation value of S² is 0.7548. The calculation puts the highest occupied orbital energy (spin up / spin down) at -3.37 / -3.68 eV. The net charge is -2. As for the HOMO-LUMO gap (spin up / spin down): 6.7 / 6.6 eV.

Last column: Löwdin spin population.
Cartesian coordinates (Å):
Rb  -0.50550  0.79593  -0.41863  0.02
O  -0.26311  1.23458  7.41915  0.00
C  -1.18862  1.60931  6.66149  0.00
O  -2.19746  2.29817  6.90699  0.00
C  -1.01634  1.19172  5.18630  0.00
C  -0.11488  0.19849  4.82792  0.00
C  0.09632  -0.08079  3.48900  0.00
N  -0.50468  0.58492  2.50135  0.00
C  -1.37747  1.53354  2.85582  0.01
C  -1.69237  1.84931  4.16599  0.00
C  -1.97033  2.28855  1.69149  0.01
O  -3.12902  2.21270  1.34814  0.03
O  -1.02933  2.99222  1.06547  0.19
H  0.43642  -0.31551  5.60297  0.00
H  0.79414  -0.85187  3.19118  0.00
H  -2.41645  2.61478  4.41171  0.00
C  4.44225  -0.52508  0.70367  0.00
C  3.52473  -1.61202  1.29601  0.00
C  2.22628  -1.79635  0.50729  0.00
Sb  1.15239  -3.66269  0.77287  0.00
C  0.96994  -3.57516  2.90811  0.00
C  2.04161  -3.50175  3.80156  0.00
C  1.81668  -3.33667  5.16256  0.00
C  0.51670  -3.25141  5.65110  0.00
C  -0.55617  -3.34323  4.77680  0.00
C  -0.33014  -3.50598  3.41460  0.00
C  2.98457  -4.81789  0.74349  0.00
C  3.24039  -5.84187  1.65743  0.00
C  4.38673  -6.62461  1.55592  0.00
C  5.29914  -6.40001  0.53390  0.00
C  5.05625  -5.39265  -0.39068  0.00
C  3.90864  -4.61564  -0.28602  0.00
Sb  3.50746  1.40336  0.39676  0.00
C  2.94694  1.85465  2.39600  0.00
C  1.93377  2.80520  2.55695  0.00
C  1.52301  3.18737  3.82890  0.00
C  2.09780  2.60748  4.95232  0.00
C  3.11276  1.67060  4.79820  0.00
C  3.54042  1.30199  3.52989  0.00
C  5.37903  2.46050  0.45838  0.00
C  5.55667  3.56214  1.29499  0.00
C  6.75481  4.26732  1.29579  0.00
C  7.79465  3.88045  0.46034  0.00
C  7.63048  2.78487  -0.37750  0.00
C  6.42977  2.08474  -0.37956  0.00
H  4.78128  -0.83835  -0.28890  0.00
H  5.33492  -0.38296  1.31734  0.00
H  3.27309  -1.37432  2.33180  0.00
H  4.09074  -2.54754  1.32382  0.00
H  2.40721  -1.74123  -0.57149  0.00
H  1.53060  -0.98698  0.76362  0.00
H  3.06053  -3.55847  3.43550  0.00
H  2.65772  -3.25818  5.84160  0.00
H  0.34205  -3.09637  6.70839  0.00
H  -1.57104  -3.25733  5.14546  0.00
H  -1.17930  -3.54826  2.74152  0.00
H  2.54496  -6.02670  2.46856  0.00
H  4.56748  -7.40891  2.28175  0.00
H  6.19438  -7.00524  0.45778  0.00
H  5.76109  -5.20895  -1.19318  0.00
H  3.73945  -3.83201  -1.01847  0.00
H  1.43652  3.23466  1.69364  0.00
H  0.72102  3.90607  3.93902  0.00
H  1.71044  2.83614  5.93815  0.00
H  3.55055  1.20244  5.67146  0.00
H  4.33561  0.57079  3.42790  0.00
H  4.75704  3.86764  1.96054  0.00
H  6.87446  5.12007  1.95323  0.00
H  8.72788  4.43030  0.46147  0.00
H  8.43634  2.47608  -1.03307  0.00
H  6.31850  1.23443  -1.04484  0.00
F  -0.98493  -1.72554  -0.45188  0.00
Cl  -0.88707  5.89415  0.25214  0.05
Ge  -1.53106  3.96314  -0.57860  0.32
Cl  0.35134  3.38498  -1.66428  0.08
Cl  -2.83563  4.80150  -2.40112  0.28
C  -5.95234  0.68701  -0.51567  0.00
C  -6.39232  -0.75220  -0.67890  0.00
C  -7.75079  -1.03343  -0.83941  0.00
C  -8.20318  -2.33294  -1.01716  0.00
C  -7.29119  -3.37944  -1.03176  0.00
C  -5.93830  -3.10453  -0.87072  0.00
C  -5.46177  -1.80321  -0.69730  0.00
Sb  -3.26047  -1.41595  -0.51955  0.00
C  -3.22251  -2.95422  0.99177  0.00
C  -2.75733  -4.25397  0.79450  0.00
C  -2.82001  -5.21341  1.79950  0.00
C  -3.33244  -4.87089  3.04088  0.00
C  -3.77057  -3.57243  3.26216  0.00
C  -3.73245  -2.60762  2.25609  0.00
C  -4.26558  -1.22623  2.54412  0.00
C  -3.12693  -2.13824  -2.58320  0.00
C  -3.94584  -1.33735  -3.38961  0.00
C  -3.95546  -1.42465  -4.77378  0.00
C  -3.12549  -2.34286  -5.39850  0.00
C  -2.31086  -3.14970  -4.62119  0.00
C  -2.29465  -3.06899  -3.22505  0.00
C  -1.38563  -4.00944  -2.48035  0.00
H  -6.80994  1.33933  -0.34340  0.00
H  -5.43443  1.05256  -1.40679  0.00
H  -5.25533  0.81652  0.31289  0.00
H  -8.46452  -0.21538  -0.82567  0.00
H  -9.26270  -2.52582  -1.14157  0.00
H  -7.62949  -4.40091  -1.16484  0.00
H  -5.23147  -3.92935  -0.88047  0.00
H  -2.32715  -4.52801  -0.15715  0.00
H  -2.45062  -6.21496  1.61330  0.00
H  -3.37452  -5.60232  3.83934  0.00
H  -4.15605  -3.29361  4.23725  0.00
H  -4.46688  -1.09642  3.60731  0.00
H  -5.19756  -1.05371  1.99679  0.00
H  -3.56749  -0.44144  2.24443  0.00
H  -4.60407  -0.61063  -2.92220  0.00
H  -4.59884  -0.77249  -5.35197  0.00
H  -3.10656  -2.42836  -6.47873  0.00
H  -1.65892  -3.87139  -5.10331  0.00
H  -0.58948  -4.37359  -3.13313  0.00
H  -1.94140  -4.88438  -2.13405  0.00
H  -0.94706  -3.51383  -1.61429  0.00


(2)
# C55H51AsCl2N9O4ReS3

A molecular structure, C55H51AsCl2N9O4ReS3 (ωB97M-V/def2-TZVPD, OMol25).

As for the spin multiplicity: 2. The value obtained for the energy relative to the best compared isomer or geometry (same formula, charge and spin) is 0.0 kcal/mol. Its expectation value of S² is 0.7564. The calculation puts the highest occupied orbital energy (spin up / spin down) at -13.34 / -13.34 eV. The net charge is +3. As for the HOMO-LUMO gap (spin up / spin down): 3.5 / 4.0 eV.

Last column: Löwdin spin population.
Cartesian coordinates (Å):
Re  0.00170  -0.00843  -0.17864  0.86
N  0.44924  -1.53375  3.13676  0.01
C  1.45256  -0.89428  2.53862  0.01
N  1.47846  -0.57039  1.24861  0.00
C  2.73447  -0.05217  0.88521  0.00
C  3.61399  0.04566  1.89415  0.00
S  2.92666  -0.54109  3.36796  0.00
C  2.91961  0.19365  -0.53628  0.00
C  4.03159  0.43697  -1.24982  0.00
S  3.69521  0.34340  -2.94040  0.00
C  2.04795  -0.02781  -2.59872  0.00
N  1.77489  -0.01319  -1.30894  0.00
N  1.13222  -0.27602  -3.56458  0.00
H  -0.42703  -1.62817  2.64611  0.00
H  0.43841  -1.61553  4.14060  0.00
H  4.62619  0.41770  1.86064  0.00
H  5.03099  0.65531  -0.90704  0.00
H  1.48108  -0.45130  -4.49456  0.00
H  0.33262  -0.83738  -3.30390  0.00
Cl  -0.39000  8.25439  -0.41764  0.00
C  -1.69506  7.26249  -0.94971  0.00
C  -2.76580  7.89904  -1.55452  0.00
C  -3.93490  7.21529  -1.83094  0.00
C  -4.05929  5.88212  -1.46983  0.00
C  -2.99462  5.24492  -0.87282  0.00
Cl  -3.15924  3.59004  -0.39863  0.00
C  -1.75966  5.88607  -0.64074  0.00
N  -0.74748  5.14175  -0.03238  0.00
C  0.61432  5.13237  -0.23416  0.00
C  1.18064  5.67118  -1.40384  0.00
C  2.54454  5.69251  -1.58531  0.00
C  3.38375  5.18702  -0.59807  0.00
C  2.83409  4.59286  0.52912  0.00
C  1.46404  4.51226  0.72436  0.00
C  0.95925  3.74164  1.92020  0.00
C  0.38491  2.34067  1.63595  0.01
O  -0.01216  1.64962  2.55048  0.00
O  0.43964  1.94308  0.37217  0.01
H  -2.68501  8.95433  -1.77967  0.00
H  -4.76553  7.72942  -2.29596  0.00
H  -4.97658  5.33838  -1.65182  0.00
H  -1.10148  4.39534  0.54683  0.00
H  0.52563  6.06737  -2.16548  0.00
H  2.95777  6.11806  -2.49088  0.00
H  4.45880  5.25065  -0.70928  0.00
H  3.49082  4.17902  1.28636  0.00
H  0.22556  4.30147  2.50431  0.00
H  1.79835  3.54054  2.58453  0.00
O  -1.77928  -0.04737  1.00156  0.00
S  -2.64229  -1.11250  1.68989  0.00
C  -3.96455  -1.53777  0.57301  0.00
C  -4.75682  -2.63602  0.89383  0.00
C  -5.77433  -3.00088  0.02610  0.00
C  -5.97000  -2.28726  -1.15142  0.00
C  -5.17349  -1.18977  -1.44908  0.00
C  -4.15827  -0.80908  -0.58200  0.00
C  -3.50290  -0.15713  2.93599  0.00
C  -2.67474  0.51970  3.82688  0.00
C  -3.24471  1.20330  4.88678  0.00
C  -4.62293  1.18715  5.06505  0.00
C  -5.43795  0.52685  4.15613  0.00
C  -4.88228  -0.16171  3.08636  0.00
H  -4.58854  -3.18147  1.81660  0.00
H  -6.41391  -3.83771  0.27498  0.00
H  -6.75312  -2.58764  -1.83565  0.00
H  -5.34834  -0.62021  -2.35386  0.00
H  -3.52706  0.03925  -0.79499  0.00
H  -1.60248  0.55046  3.66422  0.00
H  -2.61187  1.73822  5.58252  0.00
H  -5.06632  1.69578  5.91090  0.00
H  -6.51251  0.53843  4.27866  0.00
H  -5.52953  -0.67024  2.38648  0.00
C  -2.48494  4.89661  -3.88008  0.00
C  -2.27857  3.88430  -5.00370  0.00
C  -3.55342  3.09320  -5.28822  0.00
C  -1.07726  2.97472  -4.71734  0.00
N  -1.25888  2.05000  -3.59103  0.00
C  -0.67475  2.04669  -2.39885  0.00
N  -1.02797  0.92831  -1.78786  0.01
N  -1.82894  0.24702  -2.64370  0.00
N  -1.95890  0.91350  -3.72358  0.00
H  -3.27742  5.59629  -4.14552  0.00
H  -1.57817  5.48493  -3.71450  0.00
H  -2.77577  4.39896  -2.94918  0.00
H  -2.00084  4.42597  -5.91110  0.00
H  -3.85381  2.49392  -4.42662  0.00
H  -3.42639  2.42686  -6.14356  0.00
H  -4.36869  3.77857  -5.51798  0.00
H  -0.19554  3.57510  -4.49742  0.00
H  -0.88035  2.35446  -5.59091  0.00
H  -0.05151  2.82470  -1.97979  0.00
O  -0.50216  -1.88274  -0.83157  0.07
As  0.04771  -3.46316  -1.16494  0.00
C  1.89290  -3.43909  -1.66902  0.00
C  2.23656  -3.63124  -3.00450  0.00
C  3.56822  -3.54831  -3.38242  0.00
C  4.54428  -3.27387  -2.43266  0.00
C  4.19707  -3.08667  -1.09899  0.00
C  2.86838  -3.16434  -0.71155  0.00
C  -0.24461  -4.52192  0.39768  0.00
C  -1.56380  -4.61349  0.83605  0.00
C  -1.85619  -5.39815  1.93876  0.00
C  -0.83554  -6.07826  2.59530  0.00
C  0.47569  -5.98595  2.14933  0.00
C  0.77866  -5.21087  1.03907  0.00
C  -1.05470  -4.09299  -2.58461  0.00
C  -0.87114  -5.39502  -3.04674  0.00
C  -1.70592  -5.87861  -4.03932  0.00
C  -2.71434  -5.07015  -4.55207  0.00
C  -2.89843  -3.77859  -4.07462  0.00
C  -2.06690  -3.27886  -3.08209  0.00
H  1.47105  -3.86893  -3.73448  0.00
H  3.84849  -3.70886  -4.41601  0.00
H  5.58425  -3.21318  -2.72846  0.00
H  4.96483  -2.89259  -0.36014  0.00
H  2.58687  -3.02361  0.32645  0.00
H  -2.34639  -4.09061  0.29989  0.00
H  -2.87912  -5.50224  2.27768  0.00
H  -1.06681  -6.69968  3.45102  0.00
H  1.26009  -6.52883  2.65984  0.00
H  1.79442  -5.16650  0.66762  0.00
H  -0.08407  -6.01715  -2.63569  0.00
H  -1.57735  -6.88700  -4.40994  0.00
H  -3.36767  -5.45300  -5.32568  0.00
H  -3.69699  -3.16566  -4.47300  0.00
H  -2.19888  -2.27671  -2.69252  0.00